C4H11N3O | ωB97M-V/def2-TZVPD

```
! RIJCOSX wB97M-V def2-TZVPD def2/J DEFGRID3
* xyz 0 1
H -1.719 -0.958 0.106
H -2.683 -1.461 -2.363
H 0.069 1.403 -0.426
H 1.748 -0.326 -0.405
H 1.313 -1.615 0.543
H 0.197 -0.487 1.995
N -1.119 -0.385 -0.454
C 0.630 0.159 1.230
C -0.417 0.694 0.227
H 0.483 2.064 2.147
O -0.169 0.136 -2.434
C 1.289 1.380 1.864
N -1.685 -1.637 -2.305
H 1.961 1.874 1.172
H -1.185 1.227 0.803
C -0.935 -0.563 -1.813
N 1.668 -0.665 0.542
H -1.336 -2.009 -3.177
H 1.890 1.170 2.747
*
```

Summary:
Lowest unoccupied orbital energy = 0.0293 hartree

Atomic partial charges in e from the Mulliken method, atoms 1 to 8: number 1, H, carries 0.245; number 2, H, carries 0.240; number 3, H, carries 0.441; number 4, H, carries 0.305; number 5, H, carries 0.265; number 6, H, carries 0.414; number 7, N, carries -0.144; number 8, C, carries 0.310



C3H24O11 | ωB97M-V/def2-TZVPD

```
! RIJCOSX wB97M-V def2-TZVPD def2/J DEFGRID3
* xyz 0 1
H 1.048 -2.804 1.575
O 0.604 2.085 3.572
H -0.477 -1.556 2.977
C -1.765 -0.278 -3.250
O 2.815 -0.124 -1.352
H 2.916 2.437 1.685
C -1.546 0.211 -0.787
H -0.337 2.117 3.352
H -1.648 0.537 -3.956
O 0.319 -3.448 1.581
H 0.360 -3.656 0.641
O 2.331 1.836 1.214
H 3.478 0.546 -1.171
O -0.538 -0.600 2.817
H 1.624 2.013 -2.469
H -0.500 -1.443 -2.279
H -0.636 0.834 -0.824
H 2.507 -0.412 1.638
O -0.470 -0.828 -3.029
H -1.294 -0.702 2.204
O 0.655 -2.715 -1.312
H -2.766 1.250 -2.127
H -2.923 2.393 1.169
H 2.446 -0.440 -0.523
H 1.736 2.886 -1.261
H -3.354 -0.399 -1.771
H 1.039 -0.773 1.656
H 0.554 1.466 4.313
H 1.624 1.637 1.845
H 1.472 -2.255 -1.582
C -2.474 0.211 -1.947
H -2.376 -1.084 -3.643
H 0.942 -3.608 -1.551
O -3.798 2.060 1.407
O 1.889 2.906 -2.215
O 1.900 -1.110 1.357
H -3.601 1.204 1.803
O -1.755 -0.392 0.244
*
```

Summary:
Lowest unoccupied orbital energy = 0.0021 hartree

Atomic partial charges in e from the Mulliken method, atoms 1 to 8: number 1, H, carries 0.384; number 2, O, carries -0.655; number 3, H, carries 0.287; number 4, C, carries -0.303; number 5, O, carries -0.603; number 6, H, carries 0.271; number 7, C, carries -0.133; number 8, H, carries 0.302



What is the formula in the first record?
C4H11N3O



What is the formula in the second record?
C3H24O11